# C43H35ClFeN3O2P2S2

A molecular structure, C43H35ClFeN3O2P2S2 (the ωB97M-V functional and the def2-TZVPD basis, the Open Molecules 2025 dataset).

LUMO level (spin up / spin down): -0.022 / -0.026 Eh
orbital gap (spin up / spin down): 0.232 / 0.222 Eh
molar mass: 843.15 g/mol
spin multiplicity: 6

Last column: Mulliken charge in e.
Positions of all 89 atoms, in Å:
Fe1 11.143 13.273 7.964  0.7938
Cl1 17.004 17.335 5.962  -0.2670
C1 15.678 16.302 5.975  0.3287
C2 14.572 16.610 5.110  -0.7077
C3 13.384 15.870 5.239  -0.7109
C4 13.218 14.912 6.324  0.3360
O1 12.085 14.271 6.376  -0.7455
C5 14.357 14.613 7.199  0.3985
C6 14.262 13.570 8.126  -0.5754
N1 13.277 12.705 8.293  1.1559
C7 13.468 11.322 8.347  -0.1224
C8 14.315 10.643 9.193  -0.4442
C9 14.407 9.228 9.102  -0.7684
C10 13.644 8.503 8.206  -0.9071
C11 12.739 9.132 7.370  0.2102
C12 11.894 8.541 6.475  -0.3994
C13 10.880 9.265 5.834  -1.0421
C14 10.729 10.586 6.112  -0.5327
N2 11.562 11.271 6.935  0.0001
C15 12.543 10.577 7.518  1.0716
C16 15.571 15.305 6.976  -0.9053
H1 14.786 17.416 4.393  0.3928
H2 12.535 16.061 4.634  0.5406
H3 15.049 13.489 8.821  0.1707
H4 14.983 11.208 9.840  0.4310
H5 15.093 8.804 9.825  0.4087
H6 13.677 7.380 8.220  0.3092
H7 12.051 7.499 6.230  0.4370
H8 10.284 8.816 5.029  0.3837
H9 9.927 11.182 5.726  0.6740
H10 16.467 15.160 7.601  0.3822
S1 9.040 14.520 7.656  -0.7904
P1 9.817 15.858 8.983  1.1983
C17 11.093 14.778 9.516  0.2891
P2 11.939 14.736 11.068  1.0377
S2 11.780 12.955 11.952  -0.9541
C18 11.420 16.032 12.274  0.9546
C19 11.321 17.351 11.886  0.2860
C20 11.085 18.342 12.798  -0.9948
C21 10.998 18.023 14.171  -0.6240
C22 11.192 16.682 14.596  -0.6205
C23 11.390 15.691 13.624  -0.6427
C24 13.723 15.108 11.032  0.7031
C25 14.655 14.359 11.772  -0.5198
C26 15.965 14.899 11.917  -0.8537
C27 16.319 15.985 11.179  -0.6495
C28 15.365 16.674 10.447  -0.7984
C29 14.061 16.281 10.442  -0.2818
C30 8.554 16.513 10.116  0.7344
C31 7.692 15.596 10.710  -0.3274
C32 6.481 16.068 11.205  -0.6046
C33 6.224 17.421 11.325  -0.5649
C34 7.190 18.327 10.919  -0.8578
C35 8.389 17.906 10.301  -0.4097
C36 10.289 17.254 7.960  0.3098
C37 9.382 18.067 7.229  -0.4458
C38 9.854 18.976 6.292  -0.7489
C39 11.217 19.159 6.109  -0.8027
C40 12.113 18.370 6.823  -1.0251
C41 11.693 17.436 7.741  0.8703
H11 11.493 17.609 10.823  0.1403
H12 11.000 19.388 12.512  0.4365
H13 10.742 18.768 14.932  0.3509
H14 11.134 16.397 15.627  0.4463
H15 11.674 14.672 14.002  0.2211
H16 14.328 13.371 12.176  0.3491
H17 16.658 14.392 12.564  0.4230
H18 17.336 16.345 11.208  0.4233
H19 15.703 17.508 9.828  0.4149
H20 13.305 16.912 9.950  -0.0475
H21 7.920 14.546 10.753  0.3453
H22 5.766 15.289 11.582  0.3246
H23 5.308 17.841 11.741  0.3878
H24 6.985 19.385 11.007  0.4064
H25 9.226 18.546 10.071  0.5730
H26 8.312 17.836 7.359  0.4344
H27 9.130 19.492 5.651  0.3849
H28 11.717 19.935 5.476  0.3322
H29 13.142 18.427 6.573  0.7616
H30 12.339 16.735 8.215  -0.3542
C42 7.791 11.184 8.832  -1.1354
C43 9.019 11.602 9.550  0.4834
N3 9.000 11.629 10.867  -0.0085
O2 10.064 11.906 8.884  -0.2766
H31 6.990 10.706 9.478  0.3719
H32 8.070 10.557 8.019  0.2494
H33 7.255 12.040 8.353  0.2418
H34 8.259 11.107 11.301  0.2380
H35 9.757 11.945 11.454  -0.0809